{
  "formula": "C4H8NPS",
  "method": "the ωB97M-V functional and the def2-TZVPD basis",
  "elements": ["H", "H", "H", "N", "C", "H", "C", "C", "H", "S", "H", "P", "H", "C", "H"],
  "positions_angstrom": [[-0.212, 0.710, 1.110], [1.251, 0.613, 1.934], [-0.385, 0.504, -1.590], [-2.554, 1.284, 0.102], [0.779, 0.781, 0.905], [0.564, -0.889, -2.209], [0.444, -0.149, -1.295], [2.299, -0.821, 0.060], [2.900, -0.666, 0.965], [-3.622, -1.330, -0.120], [-3.032, -0.677, -1.023], [-3.149, 0.411, 1.163], [0.788, 1.887, 0.669], [1.199, -0.127, -0.088], [2.730, -1.531, -0.583]],
  "forces_ev_per_angstrom": [[-3.13, -0.70, 0.48], [-0.17, 0.36, -1.53], [0.37, 0.15, 0.98], [0.92, 1.62, -1.37], [1.35, 3.46, 3.71], [0.49, 1.25, 2.35], [-0.56, -1.65, -2.78], [2.73, -1.00, 1.95], [-0.31, -0.08, -0.23], [-1.04, -0.80, 2.39], [1.16, 1.03, -2.21], [-1.15, -1.85, 1.16], [0.75, -1.08, -0.08], [-1.47, -0.02, -3.68], [0.05, -0.69, -1.15]],
  "orbital_gap_ev": [9.351, 5.492],
  "de_lowest_kj_mol": 439.4,
  "multiplicity": 1,
  "total_energy_ev": -25886.822
}